{
  "formula": "C24H35N3O3S",
  "method": "ωB97M-V/def2-TZVPD",
  "species": ["C", "C", "C", "C", "C", "C", "C", "H", "H", "C", "N", "C", "C", "O", "C", "H", "H", "H", "C", "H", "H", "S", "O", "C", "C", "O", "N", "C", "H", "H", "C", "C", "N", "C", "C", "C", "H", "H", "H", "C", "C", "C", "H", "H", "H", "C", "H", "H", "H", "H", "H", "H", "H", "H", "H", "H", "H", "H", "H", "H", "H", "H", "H", "H", "H", "H"],
  "xyz": [[6.880, 1.508, -1.627], [5.706, 1.095, -0.795], [5.458, -0.242, -0.512], [4.374, -0.616, 0.258], [3.511, 0.354, 0.764], [3.752, 1.700, 0.483], [4.837, 2.058, -0.286], [5.020, 3.101, -0.503], [3.075, 2.441, 0.874], [2.365, -0.014, 1.561], [1.514, 0.802, 2.113], [0.585, 0.011, 2.736], [0.920, -1.300, 2.518], [2.060, -1.313, 1.779], [0.299, -2.584, 2.928], [0.550, -3.358, 2.205], [0.668, -2.898, 3.905], [-0.781, -2.475, 2.984], [-0.608, 0.579, 3.382], [-1.083, -0.125, 4.061], [-0.399, 1.517, 3.887], [-1.845, 0.896, 2.001], [-3.099, 1.287, 2.666], [-1.081, 2.496, 1.485], [-1.701, 2.893, 0.163], [-1.042, 3.201, -0.811], [-3.049, 2.881, 0.195], [-3.831, 2.888, -1.016], [-4.753, 3.450, -0.837], [-3.241, 3.402, -1.778], [-4.167, 1.467, -1.477], [-2.918, 0.654, -1.849], [-2.267, 0.065, -0.686], [-2.878, -1.176, -0.240], [-2.550, -2.400, -1.110], [-3.181, -3.656, -0.519], [-4.262, -3.550, -0.457], [-2.797, -3.839, 0.483], [-2.955, -4.523, -1.136], [-1.032, -2.541, -1.226], [-0.411, -1.247, -1.752], [1.109, -1.350, -1.822], [1.541, -0.413, -2.167], [1.409, -2.142, -2.504], [1.521, -1.571, -0.840], [-0.830, -0.096, -0.828], [-0.406, 0.845, -1.180], [-0.426, -0.295, 0.171], [-0.797, -1.050, -2.759], [-0.783, -3.376, -1.886], [-0.616, -2.759, -0.239], [-2.962, -2.245, -2.113], [-3.960, -1.035, -0.194], [-2.526, -1.365, 0.780], [-2.204, 1.322, -2.334], [-3.208, -0.112, -2.584], [-4.716, 0.957, -0.684], [-4.817, 1.536, -2.351], [-3.493, 2.484, 1.014], [-0.007, 2.358, 1.385], [-1.317, 3.218, 2.264], [4.190, -1.658, 0.472], [6.122, -1.002, -0.900], [6.547, 2.072, -2.498], [7.544, 2.152, -1.051], [7.444, 0.643, -1.967]],
  "forces_ev_per_angstrom": [[0.0, 0.0, 0.0], [0.0, -0.1, 0.0], [0.1, 0.1, -0.1], [-0.2, 0.1, 0.2], [0.5, -0.2, -0.3], [-0.1, -0.2, 0.1], [0.0, -0.1, 0.0], [0.0, 0.1, 0.0], [-0.1, 0.1, 0.0], [-0.8, 0.6, 0.5], [0.8, 0.1, -0.4], [0.4, -1.2, -0.1], [-0.7, 0.7, 0.4], [0.3, -0.1, -0.2], [0.3, 0.1, 0.0], [-0.1, -0.1, 0.0], [0.0, -0.1, 0.0], [-0.1, 0.0, 0.0], [-0.4, 0.1, -0.6], [-0.2, 0.0, 0.0], [0.0, 0.1, 0.1], [1.7, 0.2, 1.1], [-1.3, 0.2, 0.3], [0.1, -0.6, -0.2], [-0.2, 0.2, 0.4], [0.3, 0.0, -0.3], [-0.3, 0.2, 0.1], [-0.2, -0.1, -0.2], [0.1, 0.0, -0.1], [-0.1, 0.0, 0.0], [0.3, 0.2, -0.1], [-0.3, 0.0, 0.0], [0.0, 0.0, -0.2], [-0.1, -0.1, -0.3], [0.1, -0.1, 0.3], [0.0, 0.3, -0.2], [-0.1, -0.1, 0.0], [0.0, -0.1, 0.2], [0.0, -0.1, 0.0], [-0.3, 0.3, -0.4], [0.2, -0.1, 0.4], [-0.3, 0.1, -0.1], [0.1, 0.1, 0.0], [0.1, -0.1, -0.1], [0.1, 0.0, 0.2], [0.1, -0.1, -0.5], [0.0, 0.0, 0.0], [0.2, -0.1, 0.0], [0.0, 0.0, 0.0], [0.0, -0.1, 0.0], [0.1, -0.1, 0.2], [0.0, 0.0, 0.0], [-0.1, 0.0, 0.1], [0.0, -0.1, 0.1], [0.0, 0.0, -0.1], [0.1, 0.0, 0.0], [-0.1, -0.1, 0.0], [-0.1, 0.0, 0.0], [0.1, 0.1, 0.1], [0.0, 0.1, -0.1], [-0.1, -0.1, 0.2], [0.0, -0.1, 0.0], [0.1, -0.1, 0.0], [0.0, 0.0, -0.1], [0.1, 0.0, 0.0], [0.1, 0.0, 0.0]],
  "e_homo_ev": -7.987,
  "lumo_ha": 0.0202,
  "orbital_gap_ev": 8.54,
  "largest_force_ev_per_a": 2.008,
  "e_above_lowest_ev": 0.0000
}